# C22H25N3O4

A single C22H25N3O4 molecule in a non-equilibrium geometry (ωB97M-V with the def2-TZVPD basis set, OMol25).

Its largest force on an atom is 1.13 eV/Å. The energy above the lowest of the compared OMol25 structures with the same formula, charge and spin comes out at 73.2 kcal per mole.

The geometry in XYZ format:
```
54
Properties=species:S:1:pos:R:3:lowdin_charge:R:1
C -7.70 -1.55 -0.04 -0.0986
C -6.67 -0.42 0.04 -0.2048
C -5.27 -0.93 -0.34 -0.3843
O -4.83 -1.94 0.53 -0.0219
C -4.24 0.23 -0.46 -0.2652
C -2.97 -0.31 -1.13 -0.1329
C -1.78 0.61 -0.90 -0.1550
N -1.48 0.72 0.52 -0.0291
C -0.36 1.23 1.05 -0.3965
O -0.18 1.31 2.25 0.0616
C 0.70 1.72 0.13 -0.1616
C 2.00 2.09 0.58 0.0825
C 2.63 2.52 -0.55 -0.2406
C 4.01 3.04 -0.80 -0.1126
O 4.94 2.61 0.16 -0.0262
C 5.24 1.27 0.23 -0.2565
C 6.17 0.94 1.24 0.0113
C 6.57 -0.35 1.42 0.0021
C 6.06 -1.38 0.60 -0.2361
N 6.48 -2.64 0.80 0.1055
C 6.01 -3.59 0.04 -0.1480
C 5.08 -3.37 -1.00 -0.0572
C 4.64 -2.09 -1.22 -0.0170
C 5.13 -1.04 -0.42 -0.1465
C 4.73 0.30 -0.59 0.0356
O 1.79 2.41 -1.59 0.0311
N 0.60 1.93 -1.16 0.1101
C -2.55 0.33 1.42 -0.1298
C -3.88 0.86 0.90 -0.1125
H -7.81 -1.89 -1.07 0.0746
H -7.38 -2.39 0.57 0.0711
H -8.67 -1.20 0.31 0.0696
H -6.65 -0.02 1.05 0.1073
H -6.95 0.39 -0.64 0.1154
H -5.33 -1.42 -1.32 0.1524
H -4.86 -1.60 1.43 0.0952
H -4.69 0.99 -1.10 0.1413
H -3.13 -0.41 -2.20 0.1236
H -2.75 -1.30 -0.73 0.1213
H -0.90 0.23 -1.42 0.1143
H -1.99 1.61 -1.31 0.1284
H 2.37 2.04 1.58 0.1309
H 4.01 4.13 -0.72 0.1468
H 4.32 2.77 -1.82 0.1439
H 6.54 1.74 1.86 0.1197
H 7.28 -0.62 2.19 0.1148
H 6.37 -4.59 0.24 0.1032
H 4.73 -4.20 -1.59 0.0996
H 3.93 -1.88 -2.01 0.1152
H 4.02 0.51 -1.37 0.1172
H -2.57 -0.76 1.52 0.1304
H -2.31 0.75 2.40 0.1238
H -3.80 1.94 0.79 0.1260
H -4.66 0.67 1.64 0.1073
```

# C22H25N3O4S

A single C22H25N3O4S molecule (ωB97M-V with the def2-TZVPD basis set, OMol25).

Its largest force on an atom is 0.92 eV/Å. The energy above the lowest of the compared OMol25 structures with the same formula, charge and spin comes out at 40.6 kcal per mole.

The geometry in XYZ format:
```
55
Properties=species:S:1:pos:R:3:lowdin_charge:R:1
C -0.50 -1.30 3.26 -0.0816
O -0.54 -1.64 1.90 -0.0667
C -1.69 -1.38 1.21 -0.2057
C -2.86 -0.87 1.75 -0.0004
C -3.95 -0.60 0.95 -0.0376
C -3.91 -0.85 -0.41 -0.2481
C -5.02 -0.41 -1.32 -0.1187
C -4.97 1.13 -1.48 -0.1620
N -3.60 1.59 -1.47 0.0607
C -3.08 2.09 -0.30 -0.4560
O -3.79 2.65 0.52 0.0584
C -1.63 1.87 -0.06 -0.1313
C -1.18 2.13 1.24 -0.0130
C 0.10 1.81 1.65 -0.0117
C 0.96 1.20 0.75 -0.3073
N 2.23 0.79 1.01 0.1215
C 2.79 0.25 -0.02 -0.5524
N 4.00 -0.32 -0.01 -0.1163
C 4.87 -0.11 1.13 -0.1163
C 5.89 0.98 0.80 -0.1788
O 6.61 0.66 -0.37 -0.1290
C 5.75 0.49 -1.48 -0.1826
C 4.73 -0.63 -1.21 -0.1457
S 1.79 0.23 -1.50 1.0910
C 0.52 0.98 -0.57 -0.4480
C -0.75 1.31 -0.99 -0.0396
C -2.75 -1.41 -0.95 0.0124
C -1.65 -1.68 -0.17 -0.2037
O -0.47 -2.21 -0.62 -0.0798
C -0.37 -2.54 -1.98 -0.1037
H -0.71 -0.24 3.42 0.0824
H 0.52 -1.52 3.59 0.0967
H -1.20 -1.90 3.85 0.0969
H -2.92 -0.65 2.80 0.1115
H -4.84 -0.17 1.39 0.1230
H -6.00 -0.68 -0.92 0.1150
H -4.91 -0.88 -2.30 0.1080
H -5.45 1.44 -2.41 0.1148
H -5.46 1.63 -0.65 0.1163
H -2.98 1.06 -2.06 0.1098
H -1.88 2.58 1.92 0.1202
H 0.43 2.01 2.66 0.1148
H 4.26 0.17 1.99 0.1174
H 5.39 -1.05 1.34 0.1319
H 6.63 1.08 1.59 0.1276
H 5.36 1.94 0.66 0.1317
H 6.39 0.24 -2.33 0.1284
H 5.22 1.43 -1.69 0.1308
H 4.05 -0.73 -2.05 0.0849
H 5.26 -1.57 -1.06 0.1341
H -1.03 1.14 -2.02 0.1133
H -2.72 -1.62 -2.01 0.1117
H 0.63 -2.96 -2.10 0.0928
H -0.46 -1.66 -2.62 0.0794
H -1.12 -3.28 -2.27 0.0983
```

# C22H25N3O5S

A single C22H25N3O5S molecule in a non-equilibrium geometry (ωB97M-V with the def2-TZVPD basis set, OMol25).

Its largest force on an atom is 1.62 eV/Å. The energy above the lowest of the compared OMol25 structures with the same formula, charge and spin comes out at 87.0 kcal per mole.

The geometry in XYZ format:
```
56
Properties=species:S:1:pos:R:3:lowdin_charge:R:1
C 1.40 -3.38 0.98 -0.1173
C 0.69 -3.15 -0.35 -0.2622
C -0.82 -3.07 -0.17 -0.2128
C -1.53 -2.69 -1.47 -0.1747
C -3.06 -2.80 -1.35 -0.1891
O -3.59 -2.15 -0.21 -0.0420
C -3.53 -0.81 -0.10 -0.2632
C -3.84 -0.29 1.16 0.0144
C -3.75 1.07 1.40 -0.0123
C -3.32 1.93 0.40 -0.1843
C -3.09 3.37 0.70 -0.4281
O -3.88 4.09 1.26 0.0955
N -1.89 3.87 0.24 0.1411
C -0.79 3.18 -0.25 -0.2426
C -0.43 1.93 0.27 0.0040
C 0.61 1.22 -0.29 -0.0348
C 1.31 1.76 -1.35 -0.2745
S 2.65 0.84 -2.08 0.6702
O 2.91 1.32 -3.40 -0.2740
O 2.42 -0.56 -1.87 -0.2792
N 3.98 1.30 -1.16 -0.0213
C 4.00 1.05 0.19 -0.3926
C 3.60 -0.15 0.83 0.0342
C 3.84 0.10 2.15 -0.3045
C 3.66 -0.73 3.37 0.0055
O 4.35 1.33 2.28 0.0057
N 4.44 1.93 1.06 0.1113
C 1.02 3.02 -1.84 -0.0469
C -0.03 3.73 -1.29 0.0018
C -3.09 1.42 -0.88 -0.0275
C -3.20 0.07 -1.13 0.0013
H 1.21 -2.56 1.66 0.0634
H 2.48 -3.46 0.82 0.0666
H 1.05 -4.31 1.44 0.0732
H 0.92 -3.97 -1.03 0.1142
H 1.06 -2.23 -0.82 0.0761
H -1.20 -4.03 0.18 0.1212
H -1.06 -2.33 0.60 0.1127
H -1.21 -3.36 -2.27 0.1229
H -1.24 -1.67 -1.74 0.1028
H -3.54 -2.44 -2.27 0.1222
H -3.34 -3.85 -1.21 0.1300
H -4.14 -0.97 1.94 0.1212
H -3.97 1.46 2.38 0.1248
H -1.84 4.88 0.24 0.1601
H -0.97 1.52 1.11 0.1249
H 0.88 0.24 0.07 0.1044
H 4.36 2.20 -1.42 0.1302
H 3.22 -1.03 0.35 0.0926
H 2.90 -0.29 4.01 0.0918
H 4.59 -0.77 3.93 0.0908
H 3.35 -1.73 3.09 0.0769
H 1.59 3.41 -2.66 0.1162
H -0.29 4.71 -1.67 0.1184
H -2.82 2.09 -1.68 0.1295
H -3.03 -0.29 -2.13 0.1119
```

# C22H25N4O2PPtS3

A molecular structure, C22H25N4O2PPtS3 (ωB97M-V with the def2-TZVPD basis set, OMol25).

The spin multiplicity is 2. Its largest force on an atom is 0.69 eV/Å. The energy above the lowest of the compared OMol25 structures with the same formula, charge and spin comes out at 2.5 kcal per mole. The net charge is +1.

The geometry in XYZ format:
```
58
Properties=species:S:1:pos:R:3:lowdin_charge:R:1
Pt 1.46 0.16 0.84 1.2037
C 3.20 2.36 -1.20 -0.0349
C 3.74 0.97 -1.10 -0.2605
C 4.92 0.66 -1.77 0.0093
C 5.43 -0.61 -1.75 -0.0046
C 4.70 -1.61 -1.11 0.0163
C 3.53 -1.28 -0.49 -0.1759
N 3.10 0.01 -0.40 -0.0209
C 2.62 -2.30 0.10 -0.1693
C 2.82 -3.66 0.14 0.0332
C 1.89 -4.44 0.81 0.0083
C 0.81 -3.86 1.45 0.0247
C 0.65 -2.49 1.38 -0.2387
N 1.52 -1.79 0.65 -0.0561
C -0.36 -1.67 2.07 -0.2300
C -1.38 -2.22 2.80 0.0078
C -2.34 -1.39 3.35 -0.0038
C -2.26 -0.04 3.13 0.0053
C -1.19 0.50 2.40 -0.2679
C -1.14 1.97 2.17 -0.0284
N -0.24 -0.32 1.92 -0.0062
H 3.94 3.09 -0.86 0.1065
H 2.29 2.51 -0.65 0.0104
H 3.00 2.57 -2.26 0.1039
H 5.43 1.45 -2.32 0.1339
H 6.36 -0.84 -2.24 0.1281
H 5.04 -2.63 -1.11 0.1205
H 3.68 -4.11 -0.34 0.1225
H 2.03 -5.52 0.86 0.1287
H 0.10 -4.46 2.01 0.1250
H -1.44 -3.29 2.90 0.1219
H -3.17 -1.80 3.92 0.1282
H -3.01 0.63 3.52 0.1307
H -2.15 2.37 2.21 0.0895
H -0.71 2.21 1.20 0.0437
H -0.55 2.46 2.95 0.0907
C -4.82 1.31 0.09 -0.0563
C -4.02 0.08 -0.26 -0.2709
O -2.62 0.46 -0.37 -0.3786
P -1.67 -0.33 -1.38 -0.1524
S -1.53 -2.22 -1.01 0.3442
S 0.05 0.78 -1.32 0.4404
O -2.28 -0.11 -2.83 -0.3303
C -2.12 1.08 -3.65 -0.2710
C -2.89 2.26 -3.12 -0.0738
H -5.87 1.05 0.16 0.0883
H -4.70 2.08 -0.66 0.0707
H -4.50 1.71 1.06 0.0706
H -4.35 -0.37 -1.20 0.1138
H -4.08 -0.68 0.52 0.1071
H -2.47 0.77 -4.63 0.1242
H -1.05 1.30 -3.73 0.0788
H -3.96 2.05 -3.10 0.0832
H -2.73 3.12 -3.77 0.0876
H -2.56 2.53 -2.11 0.0649
S 2.19 4.46 2.67 0.6222
C 1.94 3.05 1.98 -0.9733
N 1.73 2.02 1.45 -0.1850
```